Below is a 2-piece molecular cluster, C4H7NO overall, with properties calculated with ωB97M-V/def2-TZVPD.

Results
LUMO level (spin up / spin down)	0.8 / 0.8	eV
energy relative to the best compared isomer or geometry (same formula, charge and spin)	527.33	kJ/mol
DFT total energy	-7794.1790	eV
max |F|	0.47	eV/A
molecular weight	85.106	g mol⁻¹
highest occupied orbital energy (spin up / spin down)	-7.79 / -7.79	eV
gap between HOMO and LUMO (spin up / spin down)	0.31606 / 0.31609	Eh

Each line ends with the Mulliken charge.
Atoms and positions in Å:
O (0.41140, 2.89257, 1.10295)  -0.45
C (0.34377, 2.07677, 0.21853)  -0.03
C (-0.17629, -0.50824, 1.32253)  -0.51
N (0.03740, -0.78127, 0.07469)  0.05
C (0.78139, -0.95002, -1.01264)  -0.40
C (-0.67949, -1.17568, -1.12949)  -0.35
H (-0.60147, 1.87179, -0.32998)  0.20
H (-1.19589, -0.37973, 1.66142)  0.28
H (0.66771, -0.38352, 1.99008)  0.32
H (1.65702, -1.57592, -1.11364)  0.23
H (1.21078, 1.48347, -0.13143)  0.24
H (-1.29858, -0.41331, -1.60695)  0.18
H (-1.15775, -2.15692, -1.04607)  0.25